Computed, not measured: a structure of composition C32H32Cl2N12PPt, with the ωB97M-V functional and the def2-TZVPD basis.

For the HOMO energy, the calculation gives -8.52 eV. The total energy comes out at -3276.48918 hartree. For the frontier orbital gap, the calculation gives 5.801 eV. The relative energy (zero: lowest compared OMol25 entry of this formula, charge and spin) comes out at 55.5 kcal/mol.

ORCA input file:
```
! wB97M-V def2-TZVPD RIJCOSX def2/J DEFGRID3
* xyz 1 1
Pt -0.512 0.118 0.005
C -4.000 -4.014 2.356
N -3.698 -2.888 1.479
C -4.591 -2.212 0.699
C -3.874 -1.245 0.050
N -2.563 -1.317 0.417
C -2.472 -2.307 1.275
P -1.000 -2.922 2.121
C -0.349 -1.350 2.763
N -0.477 -0.143 2.224
C 0.079 0.744 3.108
C 0.551 0.065 4.188
N 0.273 -1.258 3.968
C 0.644 -2.356 4.854
C 0.106 -3.032 0.689
N 0.171 -2.171 -0.315
C 1.086 -2.668 -1.199
C 1.589 -3.841 -0.717
N 0.963 -4.069 0.481
C 1.172 -5.218 1.357
H -5.076 -4.161 2.388
H -3.642 -3.819 3.363
H -3.533 -4.926 1.989
H -5.637 -2.467 0.667
H -4.233 -0.504 -0.646
H 0.097 1.802 2.931
H 1.058 0.408 5.076
H 0.703 -1.987 5.874
H 1.612 -2.769 4.573
H -0.104 -3.143 4.804
H 1.308 -2.172 -2.130
H 2.330 -4.515 -1.114
H 1.717 -5.984 0.813
H 0.217 -5.625 1.674
H 1.746 -4.937 2.238
C 4.291 0.848 -2.640
C 3.863 0.373 -1.406
C 2.514 0.162 -1.153
C 1.536 0.409 -2.137
C 1.985 0.936 -3.363
C 3.339 1.136 -3.609
N 0.178 0.161 -1.913
C -0.640 -0.384 -2.913
C -0.153 -1.012 -4.070
C -1.021 -1.571 -5.000
C -2.391 -1.555 -4.800
C -2.886 -0.964 -3.646
C -2.030 -0.380 -2.728
H 5.345 1.010 -2.837
H 4.591 0.149 -0.634
H 2.192 -0.222 -0.196
H 1.257 1.201 -4.118
H 3.649 1.520 -4.576
H 0.914 -1.087 -4.234
H -0.612 -2.029 -5.893
H -3.061 -2.000 -5.524
H -3.955 -0.952 -3.463
H -2.414 0.093 -1.835
Cl 1.063 4.150 2.693
C -0.559 4.119 2.035
C -1.426 5.062 2.567
C -2.749 5.082 2.203
C -3.222 4.119 1.328
C -2.373 3.163 0.814
Cl -3.059 2.000 -0.264
C -0.980 3.138 1.104
N -0.177 2.175 0.504
H -1.044 5.780 3.281
H -3.418 5.833 2.601
H -4.264 4.110 1.032
N 4.783 5.046 -0.680
C 3.644 4.392 -0.918
N 3.219 4.298 -2.171
N 3.005 3.847 0.099
C 1.839 3.347 0.169
N 1.127 2.387 0.300
H 5.054 5.744 -1.356
H 4.922 5.317 0.283
H 3.915 4.384 -2.897
H 2.553 3.549 -2.341
*
```

***

Computed, not measured: a structure of composition C32H32CrIN5O4Se, with the ωB97M-V functional and the def2-TZVPD basis.

For the HOMO energy (spin up / spin down), the calculation gives -10.16 / -10.18 eV. The total energy comes out at -5556.77757 hartree. For the frontier orbital gap (spin up / spin down), the calculation gives 6.299 / 6.325 eV. Its expectation value of S² is 3.771. The relative energy (zero: lowest compared OMol25 entry of this formula, charge and spin) comes out at 15.6 kcal/mol.

ORCA input file:
```
! wB97M-V def2-TZVPD RIJCOSX def2/J DEFGRID3
* xyz 1 4
Cr 12.953 7.725 11.663
C 7.913 5.658 7.244
C 9.031 6.353 7.954
C 8.848 7.682 8.330
C 9.830 8.365 8.978
C 9.859 9.784 9.096
N 8.811 10.548 9.448
C 7.661 9.987 10.130
C 7.990 9.728 11.599
C 8.705 10.910 12.279
N 9.959 10.540 12.945
C 10.418 10.906 14.108
C 11.565 10.383 14.682
C 11.837 10.817 15.931
C 12.920 10.346 16.658
C 13.288 10.955 17.962
C 13.659 9.312 16.058
C 13.500 8.888 14.776
C 14.217 7.755 14.309
N 14.071 7.056 13.252
C 14.852 5.784 13.256
C 14.326 4.679 12.306
C 14.352 5.070 10.814
N 13.224 5.965 10.509
C 12.299 5.602 9.655
C 11.178 6.417 9.203
C 10.226 5.788 8.377
C 10.994 7.770 9.576
O 11.746 8.523 10.309
C 12.498 9.497 13.986
O 12.374 9.300 12.712
H 6.924 6.093 7.232
H 7.692 4.689 7.776
H 8.087 5.493 6.152
H 8.018 8.237 7.922
H 10.871 10.285 9.152
H 8.870 11.564 9.255
H 7.144 9.113 9.733
H 6.889 10.708 10.134
H 8.578 8.787 11.774
H 7.011 9.567 12.068
H 8.125 11.396 13.046
H 8.887 11.784 11.625
H 10.711 9.958 12.473
H 9.742 11.474 14.734
H 11.243 11.572 16.501
H 12.336 11.214 18.540
H 13.793 11.907 17.758
H 13.896 10.405 18.641
H 14.423 8.791 16.645
H 14.993 7.390 14.942
H 14.524 5.406 14.208
H 15.918 6.021 13.182
H 13.284 4.572 12.544
H 14.925 3.806 12.528
H 14.268 4.238 10.078
H 15.338 5.601 10.651
H 12.372 4.692 9.032
H 10.505 4.778 8.161
Se 8.237 6.416 12.124
C 10.092 6.735 12.228
N 11.233 6.939 12.519
I 17.205 12.917 15.702
C 16.584 11.330 14.435
C 15.732 11.693 13.438
C 15.323 10.723 12.543
C 15.834 9.407 12.628
C 16.786 9.097 13.653
C 17.104 10.084 14.560
C 15.626 8.420 11.474
O 16.459 7.537 11.152
O 14.440 8.574 10.940
H 15.308 12.714 13.384
H 14.556 10.990 11.827
H 17.434 8.261 13.642
H 17.902 9.823 15.176
*
```

***

Computed, not measured: a structure of composition C32H32MnNP2S, with the ωB97M-V functional and the def2-TZVPD basis.

For the HOMO energy (spin up / spin down), the calculation gives -9.68 / -9.67 eV. The total energy comes out at -3524.99562 hartree. For the frontier orbital gap (spin up / spin down), the calculation gives 6.725 / 7.104 eV. Its expectation value of S² is 0.796. The relative energy (zero: lowest compared OMol25 entry of this formula, charge and spin) comes out at 0.0 kcal/mol.

ORCA input file:
```
! wB97M-V def2-TZVPD RIJCOSX def2/J DEFGRID3
* xyz 1 2
Mn 0.190 -0.086 -0.801
C 2.528 2.278 -1.285
P 2.355 0.662 -0.385
C 3.226 0.865 1.188
C 2.431 1.531 2.132
C 2.909 1.769 3.407
C 4.176 1.319 3.760
C 4.965 0.661 2.830
C 4.498 0.433 1.543
C 3.041 -0.565 -1.538
C 2.409 -0.539 -2.792
C 2.675 -1.521 -3.732
C 3.572 -2.539 -3.438
C 4.192 -2.573 -2.198
C 3.921 -1.601 -1.245
C 1.139 2.782 -1.515
C 0.641 4.069 -1.580
C -0.768 3.964 -1.595
C -1.069 2.617 -1.545
C -2.354 1.883 -1.361
P -1.985 0.545 -0.113
C -2.832 1.041 1.405
C -4.153 1.483 1.438
C -4.709 1.880 2.643
C -3.962 1.841 3.813
C -2.644 1.410 3.785
C -2.081 1.014 2.581
C -2.862 -0.884 -0.837
C -3.963 -1.531 -0.295
C -4.522 -2.618 -0.958
C -3.985 -3.063 -2.155
C -2.870 -2.433 -2.696
C -2.312 -1.354 -2.034
N 0.096 1.895 -1.516
H 3.087 2.095 -2.207
H 3.095 2.977 -0.672
H 1.440 1.870 1.844
H 2.296 2.297 4.126
H 4.546 1.487 4.763
H 5.955 0.325 3.107
H 5.140 -0.053 0.822
H 1.743 0.283 -3.052
H 2.192 -1.486 -4.700
H 3.785 -3.304 -4.173
H 4.892 -3.366 -1.969
H 4.387 -1.669 -0.272
H 1.228 4.975 -1.593
H -1.483 4.771 -1.632
H -2.684 1.386 -2.276
H -3.147 2.540 -1.008
H -4.744 1.519 0.532
H -5.733 2.229 2.672
H -4.408 2.157 4.746
H -2.061 1.384 4.696
H -1.045 0.696 2.542
H -4.378 -1.191 0.646
H -5.384 -3.116 -0.532
H -4.440 -3.896 -2.675
H -2.454 -2.773 -3.635
H -1.446 -0.853 -2.480
C -0.748 -3.761 -0.113
S 0.539 -2.499 0.028
C 0.258 -1.986 1.750
H -1.732 -3.319 0.038
H -0.542 -4.530 0.627
H -0.681 -4.186 -1.112
H 0.521 -2.802 2.420
H -0.787 -1.715 1.888
H 0.899 -1.126 1.944
*
```

***

Computed, not measured: a structure of composition C32H32N3O7SSbY, with the ωB97M-V functional and the def2-TZVPD basis.

For the HOMO energy, the calculation gives -10.26 eV. The total energy comes out at -2606.29911 hartree. For the frontier orbital gap, the calculation gives 7.721 eV. The relative energy (zero: lowest compared OMol25 entry of this formula, charge and spin) comes out at 9.1 kcal/mol.

ORCA input file:
```
! wB97M-V def2-TZVPD RIJCOSX def2/J DEFGRID3
* xyz 1 1
Y -0.142 0.817 -0.564
O 5.057 0.961 3.053
C 4.080 0.866 2.372
C 4.038 0.807 0.834
O 4.983 0.863 0.088
C 2.607 0.741 0.506
C 1.825 0.760 1.643
O 0.515 0.762 1.523
C 2.623 0.850 2.858
O 2.239 0.971 4.001
O 2.036 0.723 -0.668
C -3.431 -6.085 -0.964
C -2.094 -6.025 -1.329
C -1.328 -4.922 -0.975
C -1.891 -3.876 -0.246
C -3.233 -3.945 0.116
C -4.000 -5.043 -0.243
Sb -0.657 -2.263 0.359
C -2.227 -0.876 0.831
C -2.681 -0.608 2.120
C -3.685 0.327 2.332
C -4.245 1.018 1.265
C -3.801 0.772 -0.024
C -2.796 -0.169 -0.238
C -0.151 -2.959 2.295
C -0.200 -4.314 2.604
C 0.215 -4.755 3.854
C 0.679 -3.851 4.798
C 0.729 -2.496 4.495
C 0.319 -2.051 3.246
H -4.030 -6.943 -1.239
H -1.647 -6.837 -1.888
H -0.285 -4.890 -1.271
H -3.687 -3.144 0.688
H -5.043 -5.089 0.044
H -2.252 -1.135 2.964
H -4.033 0.518 3.338
H -5.024 1.748 1.441
H -4.235 1.305 -0.862
H -2.494 -0.376 -1.270
H -0.572 -5.034 1.884
H 0.173 -5.811 4.090
H 1.004 -4.202 5.768
H 1.093 -1.780 5.220
H 0.360 -0.993 3.024
O 0.408 1.763 -2.778
C 0.311 0.593 -3.237
O -0.351 -0.315 -2.691
C 1.119 0.252 -4.486
N 1.976 1.467 -4.772
C 1.556 2.040 -6.106
C 0.151 1.492 -6.295
C 0.260 0.073 -5.737
H 1.755 -0.599 -4.252
H 2.970 1.256 -4.728
H 1.748 2.114 -3.993
H 2.243 1.656 -6.857
H 1.635 3.123 -6.065
H -0.146 1.515 -7.341
H -0.568 2.084 -5.726
H 0.764 -0.583 -6.447
H -0.698 -0.377 -5.485
S -1.175 3.306 0.015
C 0.133 3.990 0.923
N 0.397 3.566 2.147
C 1.453 4.130 2.992
C 2.558 4.678 2.108
C 1.959 5.642 1.099
N 0.846 4.988 0.407
H -0.064 2.712 2.430
H 1.811 3.339 3.648
H 1.030 4.920 3.616
H 3.056 3.857 1.587
H 3.304 5.191 2.712
H 2.693 5.935 0.350
H 1.603 6.548 1.594
H 0.555 5.308 -0.501
*
```